ORCA calculation (ωB97M-V with the def2-TZVPD basis set) on a cluster of 2 separate species, C5H12NO2 in total in a non-equilibrium geometry.

Values from the calculation:
- Energy relative to the best compared isomer or geometry (same formula, charge and spin): 428.41 kJ/mol
- Total charge: +1
- HOMO level: -13.935 eV
- Multiplicity: 1
- F_max: 4.86 eV/Å
- Electronic energy: -10954.179 eV
- Lowest unoccupied orbital energy: -4.8149 eV
- Orbital gap: 9.1 eV

```
20
Properties=species:S:1:pos:R:3:mulliken_charge:R:1
C -2.1595 1.1356 -0.4187 -0.367
C -1.6906 0.4328 0.7830 -0.004
C 1.6292 2.1217 -0.9796 -0.147
C 2.5672 0.5376 0.4051 -0.797
C -1.9369 -1.9148 0.2866 -0.635
N 1.6519 0.9312 -0.5388 0.085
O -0.7658 0.9236 -0.1692 -0.428
O -1.5557 -0.9252 1.2228 -0.332
H -2.7316 0.5194 -1.2458 0.221
H -2.4931 2.1695 -0.3140 0.303
H -1.7463 0.9841 1.7463 0.364
H 2.4188 2.8421 -0.7547 0.266
H 0.7885 2.5672 -1.4132 0.305
H 3.5457 0.9705 0.3421 0.349
H 2.1180 0.8098 1.3590 0.385
H 2.4613 -0.6242 0.3745 0.274
H -1.3463 -1.7005 -0.6760 0.292
H -3.0432 -1.9395 0.3563 0.289
H -1.4466 -2.8719 0.7898 0.218
H 0.7573 0.4461 -0.5185 0.359
```